1.
The following is a DFT calculation (ωB97M-V/def2-TZVPD) of a structure of composition C10H19O6Rb.

Summary:
Highest occupied orbital energy in eV: -6.600
LUMO energy in eV: -0.3
Energy above the lowest of the compared OMol25 structures with the same formula, charge and spin in kJ/mol: 169.1
Orbital gap in eV: 6.33

Element x y z (Å)
Rb1 2.2826 10.2822 11.5844
O1 2.3980 5.5885 10.4287
C1 3.3349 6.5185 10.3790
O2 4.2763 6.2898 9.6895
O3 3.2205 7.5152 11.0972
H1 3.1189 5.0623 10.0751
C2 0.1975 10.2588 6.9802
C3 -0.2124 10.6270 8.3609
O4 0.5235 10.6172 9.3446
C4 -1.6384 11.0154 8.5578
H2 -0.2638 9.3191 6.6766
H3 1.2825 10.1640 7.0230
H4 -0.0219 11.0242 6.2358
H5 -1.7166 11.3459 9.5935
H6 -2.3633 10.2169 8.3992
H7 -1.9182 11.9090 7.9999
C5 1.9655 11.5587 15.6533
C6 1.4580 10.1569 15.3845
O5 1.9544 9.5315 14.4304
C7 0.5393 9.4732 16.4094
H8 2.5104 11.5615 16.5974
H9 1.1028 12.2215 15.7201
H10 2.6969 11.8980 14.9199
H11 0.4677 8.3954 16.2636
H12 -0.4602 9.9068 16.4417
H13 0.9206 9.5688 17.4260
C8 -1.9272 11.7848 14.0839
C9 -1.6935 11.0067 12.7734
O6 -0.5517 10.7962 12.3457
C10 -2.9110 10.3256 12.2085
H14 -2.4466 12.7138 13.8487
H15 -0.9930 12.0951 14.5521
H16 -2.5528 11.2227 14.7771
H17 -3.5798 11.1720 12.0518
H18 -3.3852 9.6468 12.9173
H19 -2.7033 9.9084 11.2232

Atomic partial charges in e from the Mulliken method, atoms 1 to 5: 0.923, -0.463, 0.578, -0.682, -0.723

2.
The following is a DFT calculation (ωB97M-V/def2-TZVPD) of an isolated molecule of C6H11NO.

Summary:
Highest occupied orbital energy in eV: -7.554
Structure (SMILES): C/C=C(N)\C(O)=C/C
LUMO energy in eV: 0.8
Energy above the lowest of the compared OMol25 structures with the same formula, charge and spin in kJ/mol: 287.6
Orbital gap in eV: 8.35

Element x y z (Å)
C1 0.2798 -1.3234 1.7008
C2 -0.8323 -0.4319 1.2619
C3 -0.7468 0.5430 0.3410
N1 -1.8535 1.3188 -0.0398
C4 0.6159 1.0681 -0.1596
O1 0.7220 2.4354 -0.1984
C5 0.7603 0.3079 -1.2664
C6 0.7446 -1.1702 -1.4794
H1 1.2410 -0.9456 1.3550
H2 0.3140 -1.3645 2.7909
H3 0.1611 -2.3427 1.3265
H4 -1.7679 -0.5375 1.7986
H5 -2.6235 1.2624 0.6119
H6 -1.6169 2.2852 -0.2211
H7 1.2257 2.6938 -0.9849
H8 1.1740 0.8358 -2.1296
H9 1.5462 -1.6746 -0.9442
H10 0.8791 -1.3683 -2.5447
H11 -0.2227 -1.5916 -1.2185

Atomic partial charges in e from the Mulliken method, atoms 1 to 5: -1.264, -0.491, 0.732, -0.558, 0.200

3.
The following is a DFT calculation (ωB97M-V/def2-TZVPD) of a cluster of 2 separate species, C6H13N3Si in total.

Summary:
Highest occupied orbital energy (alpha / beta) in eV: -7.424 / -8.035
LUMO energy (alpha / beta) in eV: 0.0 / -0.1
Energy above the lowest of the compared OMol25 structures with the same formula, charge and spin in kJ/mol: 314.9
Orbital gap (alpha / beta) in eV: 7.46 / 7.94

Element x y z (Å)
C1 3.6362 0.0460 0.9690
C2 2.3142 1.5276 0.1808
C3 -0.2357 -0.2724 -2.6914
C4 -1.4332 1.8862 2.1329
C5 -0.2505 -1.9864 0.8861
C6 -0.8062 0.4572 -1.4533
N1 3.6035 1.3298 0.5729
N2 2.4946 -0.6102 0.7539
N3 1.6302 0.3529 0.2919
Si1 -0.0688 -0.1790 0.2508
H1 4.5542 -0.4052 1.1139
H2 1.8235 2.4067 -0.1021
H3 -0.7565 -1.2028 -2.8283
H4 -0.4246 0.2846 -3.5862
H5 0.7977 -0.4798 -2.5989
H6 -1.4307 1.3314 2.9750
H7 -0.5343 2.5081 2.1496
H8 -2.2986 2.3713 1.6844
H9 -1.1977 -2.4378 0.5657
H10 0.6644 -2.5779 0.5118
H11 0.0025 -1.8704 1.8620
H12 -1.9105 0.4500 -1.3879
H13 -0.4266 1.4475 -1.5705

Atomic partial charges in e from the Mulliken method, atoms 1 to 5: -0.193, -0.070, -1.217, -1.046, -0.981

4.
The following is a DFT calculation (ωB97M-V/def2-TZVPD) of a structure of composition H16HfO8.

Summary:
Total charge: +4
Highest occupied orbital energy in eV: -29.040
LUMO energy in eV: -16.4
Energy above the lowest of the compared OMol25 structures with the same formula, charge and spin in kJ/mol: 0.0
Orbital gap in eV: 12.61

Element x y z (Å)
Hf1 -9.5740 6.3560 18.3270
O1 -8.0370 5.2530 19.2660
H1 -7.7520 5.4230 20.1900
H2 -7.3850 4.5680 18.9490
O2 -9.9810 6.5170 20.5030
H3 -9.4110 6.9880 21.1680
H4 -10.5960 6.0430 21.1110
O3 -10.5360 4.3580 19.1210
H5 -11.4600 4.0370 19.0480
H6 -10.1360 3.7600 19.7740
O4 -10.9160 8.1550 18.6650
H7 -11.1020 8.9510 18.1790
H8 -11.3220 8.3740 19.5420
O5 -8.2350 7.9380 19.0320
H9 -8.3710 8.8910 18.8390
H10 -7.4170 7.9370 19.4960
O6 -9.2540 7.6200 16.5430
H11 -8.4380 8.0800 16.4130
H12 -9.7320 7.7520 15.7150
O7 -11.3470 5.9690 17.1950
H13 -12.2830 6.2970 17.2120
H14 -11.3940 5.1760 16.6050
O8 -9.0250 4.8770 16.8620
H15 -8.6570 5.0150 15.9610
H16 -9.2020 3.9420 16.8300

Atomic partial charges in e from the Mulliken method, atoms 1 to 5: 2.163, -0.453, 0.359, 0.368, -0.483